DFT (the ωB97M-V functional and the def2-TZVPD basis) results for a cluster of 3 separate species, C4H12NO in total in a non-equilibrium geometry.

Each line ends with the natural charge from an NBO analysis.
Atoms and positions in Å:
C  0.966  -2.773  -0.422  -0.712
C  1.533  -1.363  -0.574  0.278
C  1.138  -0.419  0.319  -0.393
C  1.646  0.839  0.609  0.004
N  -2.870  2.290  1.085  -1.069
H  1.751  -3.436  0.044  0.307
H  0.050  -2.616  0.307  0.250
H  2.175  -1.102  -1.376  0.226
H  0.440  -3.048  -1.387  0.298
H  0.340  -0.678  0.987  0.254
H  1.357  1.371  1.507  0.250
H  2.680  1.052  0.211  0.232
H  -2.109  1.868  0.691  0.349
H  -2.761  2.388  2.133  0.356
H  -3.693  1.763  0.909  0.364
H  -0.312  0.938  -0.808  0.442
H  -1.245  1.013  -1.979  0.483
O  -1.285  0.844  -1.054  -0.916

Values from the calculation:
- E_HOMO (hartree) = -0.445
- HOMO-LUMO gap (eV) = 4.271
- multiplicity = 1
- net charge = +1


DFT (the ωB97M-V functional and the def2-TZVPD basis) results for a cluster of 2 separate species, C15H12N5O4 in total in a non-equilibrium geometry.

Each line ends with the natural charge from an NBO analysis.
Atoms and positions in Å:
C  -2.994  -2.172  0.026  -0.697
C  -1.571  -1.887  0.448  0.489
C  -0.957  -0.832  -0.315  -0.630
C  0.471  -0.670  -0.372  0.551
C  1.039  -0.232  -1.692  -0.037
C  0.279  0.427  -2.675  -0.213
C  0.891  0.873  -3.849  -0.225
C  2.268  0.696  -4.033  -0.229
C  3.029  0.021  -3.055  -0.228
C  2.407  -0.467  -1.911  -0.219
O  1.247  -0.816  0.590  -0.658
O  -1.029  -2.454  1.408  -0.656
H  -3.366  -1.402  -0.664  0.199
H  -3.064  -3.149  -0.482  0.217
H  -3.636  -2.193  0.919  0.217
H  -1.591  -0.256  -0.993  0.201
H  -0.785  0.606  -2.523  0.223
H  0.276  1.354  -4.616  0.203
H  2.757  1.068  -4.940  0.199
H  4.104  -0.142  -3.180  0.201
H  2.963  -1.019  -1.144  0.234
O  -1.606  2.160  -0.394  -0.420
N  -0.506  2.340  0.186  0.509
C  -0.317  1.682  1.430  -0.075
C  -1.288  0.777  1.823  0.156
N  -0.998  0.024  2.926  -0.207
N  -1.798  -0.901  3.520  -0.065
N  -1.056  -1.585  4.345  -0.024
N  0.239  -1.127  4.354  -0.316
C  0.269  -0.091  3.492  0.325
C  1.260  0.807  3.050  -0.243
C  0.980  1.695  2.042  -0.130
O  0.419  3.026  -0.298  -0.404
H  -2.301  0.773  1.428  0.269
H  2.228  0.711  3.541  0.233
H  1.738  2.353  1.609  0.250

Values from the calculation:
- E_HOMO (hartree) = -0.143
- HOMO-LUMO gap (eV) = 5.845
- multiplicity = 1
- net charge = -1


DFT (the ωB97M-V functional and the def2-TZVPD basis) results for a structure of composition C37H39Ge2N5OPPdS in a non-equilibrium geometry.

Each line ends with the Löwdin charge.
Atoms and positions in Å:
Pd  -0.649  0.241  0.103  0.452
O  -0.946  -2.017  1.923  -0.066
N  -1.118  -1.754  0.569  -0.134
C  -1.190  -2.843  -0.078  -0.089
C  -1.521  -3.015  -1.502  -0.191
C  -1.919  -4.311  -1.838  -0.023
C  -2.349  -4.626  -3.114  -0.049
C  -2.375  -3.643  -4.090  -0.044
C  -1.956  -2.359  -3.779  -0.078
C  -1.524  -2.026  -2.497  -0.285
P  -0.980  -0.306  -2.212  1.052
C  0.308  -0.026  -3.454  -0.376
C  0.965  -1.067  -4.105  -0.090
C  2.015  -0.792  -4.972  -0.068
C  2.432  0.514  -5.173  -0.066
C  1.790  1.557  -4.515  -0.062
C  0.732  1.289  -3.662  -0.117
C  -2.424  0.651  -2.815  -0.355
C  -3.478  0.850  -1.922  -0.103
C  -4.623  1.517  -2.329  -0.070
C  -4.722  2.002  -3.627  -0.073
C  -3.676  1.816  -4.517  -0.068
C  -2.531  1.136  -4.116  -0.091
H  -1.267  -1.206  2.355  0.046
H  -1.096  -3.750  0.514  0.143
H  -1.904  -5.077  -1.071  0.120
H  -2.667  -5.634  -3.347  0.115
H  -2.711  -3.878  -5.092  0.116
H  -1.968  -1.596  -4.548  0.112
H  0.672  -2.094  -3.930  0.105
H  2.510  -1.604  -5.491  0.112
H  3.257  0.721  -5.843  0.111
H  2.114  2.578  -4.671  0.111
H  0.221  2.101  -3.159  0.078
H  -3.399  0.484  -0.905  0.078
H  -5.437  1.666  -1.631  0.108
H  -5.615  2.527  -3.943  0.108
H  -3.750  2.196  -5.529  0.109
H  -1.719  0.998  -4.819  0.104
N  -3.336  1.932  5.093  0.198
C  -4.251  2.303  4.179  -0.495
N  -5.317  3.002  4.591  0.181
N  -4.164  2.004  2.911  0.114
C  -3.198  1.313  2.385  -0.319
N  -2.361  0.689  1.876  0.120
H  -3.404  2.206  6.056  0.117
H  -2.508  1.442  4.797  0.082
H  -5.446  3.279  5.546  0.115
H  -6.003  3.267  3.906  0.121
S  0.454  3.393  -0.481  0.864
C  -0.213  2.083  -0.123  -0.800
C  2.102  -3.164  0.064  -0.243
Ge  3.051  -1.467  0.330  0.687
C  4.694  -1.816  1.333  -0.232
C  3.497  -0.779  -1.455  -0.242
Ge  1.524  0.175  1.358  0.860
C  1.127  -0.356  3.223  -0.360
C  1.703  -1.510  3.756  -0.120
C  1.452  -1.904  5.065  -0.072
C  0.613  -1.144  5.869  -0.084
C  0.026  0.003  5.354  -0.096
C  0.276  0.388  4.041  -0.150
C  2.523  1.863  1.577  -0.392
C  3.773  2.034  0.980  -0.125
C  4.469  3.233  1.094  -0.078
C  3.925  4.285  1.817  -0.086
C  2.687  4.129  2.431  -0.092
C  1.995  2.932  2.304  -0.176
H  2.803  -3.907  -0.322  0.028
H  1.306  -3.032  -0.672  -0.006
H  1.668  -3.544  0.991  0.017
H  5.286  -2.525  0.749  0.026
H  4.480  -2.260  2.305  0.010
H  5.279  -0.909  1.484  0.018
H  3.852  -1.588  -2.097  0.028
H  4.269  -0.010  -1.414  0.014
H  2.605  -0.340  -1.908  -0.007
H  2.359  -2.116  3.142  0.066
H  1.910  -2.803  5.459  0.107
H  0.417  -1.446  6.890  0.105
H  -0.622  0.600  5.988  0.090
H  -0.204  1.277  3.645  0.068
H  4.217  1.220  0.419  0.058
H  5.437  3.346  0.621  0.106
H  4.461  5.222  1.901  0.105
H  2.259  4.946  2.999  0.105
H  1.023  2.835  2.774  0.083

Values from the calculation:
- E_HOMO (hartree) = -0.351
- HOMO-LUMO gap (eV) = 6.092
- multiplicity = 1
- net charge = +1


DFT (the ωB97M-V functional and the def2-TZVPD basis) results for a structure of composition C4H2N4O in a non-equilibrium geometry.

Each line ends with the natural charge from an NBO analysis.
Atoms and positions in Å:
C  1.774  -0.556  -0.030  0.297
C  0.504  -0.238  -0.142  0.051
C  -1.430  -0.082  -0.147  0.253
C  -2.905  -0.071  0.170  0.231
H  2.812  1.046  0.315  0.511
H  1.829  -1.624  -0.499  0.210
N  0.208  1.169  -0.023  -0.156
N  -1.004  1.328  -0.306  -0.143
N  -0.596  -0.987  -0.227  -0.367
N  -4.024  -0.122  0.421  -0.256
O  2.832  0.137  0.469  -0.632

Values from the calculation:
- E_HOMO (hartree) = -0.382
- HOMO-LUMO gap (eV) = 8.933
- multiplicity = 1